# 1
Computed, not measured: 2 unconnected molecules or ions with the total composition C22H24O3, with ωB97M-V/def2-TZVPD.

Computed properties:
Strongest force on any atom   1.99 eV/A
M   336.43 g/mol
Gap between HOMO and LUMO   2.7 eV

The geometry in ORCA input format:
```
! RIJCOSX wB97M-V def2-TZVPD def2/J DEFGRID3
* xyz 0 1
C 2.5214 5.4186 1.4638
C 3.2704 4.2754 0.8048
O 2.3807 3.4199 0.1407
C 3.0442 2.3558 -0.4081
C 2.1702 1.4524 -1.1177
C 0.7300 1.8123 -1.1038
C 2.6268 0.2958 -1.8038
C 1.6407 -0.5504 -2.5443
O 3.7978 -0.0593 -1.8398
O 4.2553 2.2076 -0.2966
H 3.1827 6.1140 1.9867
H 1.9577 5.9775 0.7140
H 1.7961 5.0275 2.1803
H 3.9961 4.6254 0.0562
H 3.8236 3.6615 1.5304
H 0.5747 2.7204 -0.5188
H 0.3574 2.0130 -2.1094
H 0.1241 1.0315 -0.6419
H 0.6129 -0.2359 -2.3794
H 1.8389 -0.5072 -3.6138
H 1.7283 -1.5874 -2.2264
C -0.2235 -1.3583 1.0607
C -0.3883 -0.5327 2.2105
C 0.7347 -0.1011 2.9332
C 0.5924 0.7037 4.0385
C -0.6647 1.1096 4.4488
C -1.7853 0.7026 3.7500
C -1.6540 -0.1103 2.6510
C -1.2621 -1.9271 0.3585
C -1.0711 -2.6671 -0.7872
C -2.1190 -3.2084 -1.5921
C -1.8126 -4.0598 -2.6662
C -2.8076 -4.5810 -3.4585
C -4.1298 -4.2571 -3.2184
C -4.4581 -3.4178 -2.1709
C -3.4713 -2.9015 -1.3656
H 0.7793 -1.5319 0.7120
H 1.7127 -0.4222 2.6196
H 1.4640 1.0202 4.5866
H -0.7728 1.7498 5.3081
H -2.7659 1.0236 4.0622
H -2.5345 -0.4128 2.1154
H -2.2587 -1.8253 0.7475
H -0.0583 -2.8428 -1.1057
H -0.7856 -4.3173 -2.8546
H -2.5585 -5.2414 -4.2714
H -4.9087 -4.6602 -3.8436
H -5.4869 -3.1595 -1.9818
H -3.7360 -2.2423 -0.5597
*
```


# 2
Computed, not measured: a molecular structure, C18H23NO6STl, with ωB97M-V/def2-TZVPD.

Computed properties:
Strongest force on any atom   0.42 eV/A
<S²>   0.82
M   585.83 g/mol
Gap between HOMO and LUMO (spin up / spin down)   8.1 / 5.8 eV

The geometry in ORCA input format:
```
! RIJCOSX wB97M-V def2-TZVPD def2/J DEFGRID3
* xyz 0 2
Tl -0.5595 -0.6966 -0.2698
C 3.2236 -0.7078 0.2946
O 2.0212 -0.7455 1.0412
C 2.2183 -0.7758 2.4360
C 0.9386 -1.2460 3.0942
O -0.2267 -0.5567 2.6850
C -0.4333 0.7403 3.2243
C 0.1869 1.8471 2.4042
O -0.2442 1.7192 1.0707
C 0.0293 2.8779 0.2883
H 3.8465 -1.5788 0.5207
H 3.7902 0.2040 0.5099
H 2.9496 -0.7311 -0.7578
H 2.5283 0.2113 2.7986
H 3.0128 -1.4863 2.7005
H 1.0522 -1.1926 4.1837
H 0.7661 -2.2861 2.8161
H -0.0674 0.7906 4.2565
H -1.5140 0.8844 3.2307
H 1.2826 1.8426 2.4471
H -0.1562 2.8014 2.8259
H -0.4918 3.7446 0.7025
H -0.3534 2.6888 -0.7103
H 1.1068 3.0749 0.2624
O 1.5841 -2.3173 -2.0594
N 0.7744 -2.7309 -2.9316
C 0.6835 -4.0874 -3.1580
C -0.1739 -4.5959 -4.0779
C -1.0017 -3.7364 -4.8324
C -0.9229 -2.3972 -4.6170
C -0.0336 -1.8343 -3.6575
S 0.0576 -0.2005 -3.3776
H 1.3503 -4.6738 -2.5466
H -0.2035 -5.6678 -4.2151
H -1.6908 -4.1359 -5.5630
H -1.5398 -1.6987 -5.1628
O -2.8785 2.9483 -1.3424
C -2.8313 1.8484 -0.8009
O -1.9852 0.9265 -1.0973
C -3.8256 1.5596 0.3043
C -3.6773 0.5070 1.1996
C -4.5946 0.2957 2.2209
C -5.6922 1.1368 2.3484
C -5.8566 2.1885 1.4546
C -4.9258 2.4001 0.4482
H -2.8283 -0.1587 1.1034
H -4.4563 -0.5268 2.9124
H -6.4148 0.9739 3.1382
H -6.7111 2.8473 1.5474
H -5.0229 3.2265 -0.2434
*
```


# 3
Computed, not measured: a molecular structure, C4H6O2, with ωB97M-V/def2-TZVPD.

Computed properties:
Strongest force on any atom   0.54 eV/A
M   86.09 g/mol
Gap between HOMO and LUMO   10.6 eV

The geometry in ORCA input format:
```
! RIJCOSX wB97M-V def2-TZVPD def2/J DEFGRID3
* xyz 0 1
O 2.4797 -0.6643 -0.1058
C 1.7596 0.0627 0.5346
C 0.4289 0.5627 0.0202
C -0.3978 -0.4188 -0.8131
C -1.4899 -0.1182 0.2233
O -0.5663 0.6142 1.0529
H 2.0317 0.4149 1.5512
H 0.5741 1.5506 -0.4468
H 0.0052 -1.4331 -0.7742
H -0.6025 -0.1399 -1.8475
H -1.9352 -0.9664 0.7535
H -2.2875 0.5356 -0.1483
*
```


# 4
Computed, not measured: a molecular structure, C3H6ClN, with ωB97M-V/def2-TZVPD.

Computed properties:
Strongest force on any atom   7.93 eV/A
M   91.54 g/mol
Gap between HOMO and LUMO   10.4 eV

The geometry in ORCA input format:
```
! RIJCOSX wB97M-V def2-TZVPD def2/J DEFGRID3
* xyz 0 1
C -0.3729 0.0138 0.8924
C -0.0238 -1.0287 -0.1750
C 0.0702 0.9690 -0.1070
H -1.4247 -0.0588 1.1215
H -1.0607 -1.2689 -0.8390
H 0.4271 -1.9887 0.5014
H 0.6297 0.0770 -1.8578
H 0.4862 2.1810 0.1453
H -0.7193 1.2590 -0.7648
N 0.9130 0.0711 -0.9703
Cl 1.0753 -0.2258 2.0534
*
```


# 5
Computed, not measured: 2 unconnected molecules or ions with the total composition C5H14, with ωB97M-V/def2-TZVPD.

Computed properties:
Strongest force on any atom   3.85 eV/A
<S²>   0.75
M   74.17 g/mol
Gap between HOMO and LUMO (spin up / spin down)   12.7 / 4.6 eV

The geometry in ORCA input format:
```
! RIJCOSX wB97M-V def2-TZVPD def2/J DEFGRID3
* xyz 1 2
C -0.5792 1.2858 -0.5229
C 0.3306 0.6183 -1.5315
C -2.0286 0.8657 -0.4603
H -0.4029 2.3780 -0.5769
H -0.1948 1.0622 0.5203
H 0.2549 1.1706 -2.5028
H 1.3685 0.6817 -1.2085
H -2.0512 -0.1708 -0.1122
H -0.0058 -0.4046 -1.6739
H -2.3288 0.7987 -1.5652
H -2.7566 1.5720 -0.0610
C 1.7880 -0.9938 1.2886
C 0.3258 -1.4229 1.0776
H 2.0295 -1.3601 2.3141
H 2.4479 -1.5117 0.5991
H 1.8476 0.1036 1.3279
H -0.3205 -1.0465 1.8647
H 0.0456 -1.1175 0.0734
H 0.2300 -2.5086 1.1497
*
```


# 6
Computed, not measured: a molecular structure, C18H40Br7ClNNbO2PS, with ωB97M-V/def2-TZVPD.

Computed properties:
Strongest force on any atom   9.96 eV/A
M   1053.25 g/mol
Gap between HOMO and LUMO   5.8 eV

The geometry in ORCA input format:
```
! RIJCOSX wB97M-V def2-TZVPD def2/J DEFGRID3
* xyz -1 1
C 3.6976 -1.3245 1.3730
C 3.0532 0.0272 2.0732
C 2.7043 1.0891 0.8765
O 3.4356 0.9783 -0.2670
O 1.7267 2.1837 0.9155
C 0.3262 1.6598 0.7746
C 0.0892 1.3461 -0.7965
Nb -1.4936 -0.1690 -1.3580
C -1.7166 0.9570 -3.3809
N -2.2406 0.0243 -4.4587
C -3.2498 1.0767 -0.6240
C -2.9320 2.4332 0.1936
C -4.2119 3.4732 -0.1018
Br -3.0718 2.0039 2.1586
P 0.3029 -1.5628 -2.4974
S -0.5736 -3.0437 -3.4839
C -1.3400 -1.3244 0.6404
Cl 0.3340 -2.0065 1.0023
C -2.3744 -2.6303 0.5161
C -2.0839 -3.8099 1.6140
H 3.1409 -1.5435 0.3399
H 3.4531 -2.2779 2.0466
H 4.8536 -1.2032 1.2446
H 2.1379 -0.1821 2.7727
H 3.8880 0.5193 2.7512
H -0.3461 2.5353 1.2278
H 0.2499 0.7717 1.5214
H -0.2336 2.3785 -1.3045
H 1.0811 1.0382 -1.3870
H -2.7039 -1.4201 -1.8897
H -0.6082 1.2482 -3.6737
H -2.3550 1.9442 -3.2495
H -2.8901 -0.7054 -4.0713
H -1.3993 -0.5265 -4.7920
H -3.8943 0.3685 0.0859
H -3.9701 1.3564 -1.5314
H -1.9861 3.0418 -0.1099
H -5.2259 2.9111 -0.2610
H -4.2698 4.1496 0.8735
H -3.9410 4.2247 -0.9858
H 1.2888 -2.1635 -1.6441
H 1.0614 -0.8318 -3.5224
H -1.7514 -0.7002 1.5623
H -3.4943 -2.2816 0.4537
H -2.1240 -3.1022 -0.5519
H -2.0724 -3.4207 2.7261
H -2.9637 -4.6088 1.4982
H -1.0942 -4.4316 1.3704
Br 4.5287 -0.9653 -0.7706
C 5.5565 -1.9620 -2.0951
C 7.0417 -1.7671 -1.8942
Br 7.6214 -0.0289 -2.5624
H 5.2055 -1.6409 -3.0795
H 5.2807 -3.0090 -1.9396
H 7.6089 -2.4989 -2.4763
H 7.3495 -1.8253 -0.8466
Br -6.2118 5.4083 1.9744
C -6.0682 7.0452 0.9237
C -7.2002 7.1570 -0.0714
Br -6.9064 5.9916 -1.6075
H -5.0792 7.0400 0.4576
H -6.1162 7.8573 1.6549
H -7.2501 8.1675 -0.4868
H -8.1748 6.8928 0.3481
Br 5.7578 -3.0338 3.5622
C 4.8804 -4.7360 3.9321
C 4.8275 -5.6037 2.6958
Br 3.4328 -5.0029 1.4719
H 3.8939 -4.5044 4.3427
H 5.4905 -5.2074 4.7080
H 4.5541 -6.6300 2.9564
H 5.7644 -5.6139 2.1320
*
```


> Number 3 is which compound?

C4H6O2